Entry 1:
# C30H34F5MoN2O3SSi

A structure of composition C30H34F5MoN2O3SSi (wB97M-V/def2-TZVPD, OMol25).

Summary:
Kohn-Sham gap (alpha / beta) (eV): 6.8 / 6.8
Strongest force on any atom (Eh/bohr): 0.083
Net charge: +1

Geometry (Å):
1 Mo 0.386 0.579 -0.406
2 S 2.095 0.480 -2.297
3 Si -2.097 0.771 0.051
4 F 6.573 1.429 1.376
5 F 5.185 3.533 0.371
6 F 5.795 -1.112 0.808
7 F 3.051 3.114 -1.197
8 F 3.618 -1.531 -0.741
9 O 0.665 -0.967 0.265
10 O 0.233 2.319 -0.841
11 O 1.732 -1.547 2.075
12 N -0.139 3.802 -2.528
13 N 0.468 4.527 -0.399
14 C 0.046 -5.437 1.993
15 C -4.006 -2.774 2.441
16 C -2.535 -1.970 0.721
17 C 0.153 -3.857 -0.301
18 C -2.523 2.441 0.868
19 C 5.127 -0.083 0.307
20 C 5.532 1.212 0.596
21 C 3.309 0.770 -1.072
22 C 0.198 3.551 -1.264
23 C 3.735 2.057 -0.735
24 C -0.548 2.757 -3.462
25 C -1.167 -7.259 0.749
26 C 1.100 -1.962 1.145
27 C -3.046 0.784 -1.603
28 C -0.516 -5.911 0.820
29 C 4.028 -0.289 -0.504
30 C 4.823 2.286 0.081
31 C 0.461 5.921 -0.829
32 C 0.245 -3.160 -1.630
33 C -3.679 -0.413 2.134
34 C -4.286 -1.465 2.805
35 C 0.913 5.997 -2.275
36 C 0.638 -4.187 2.075
37 C -0.424 -5.116 -0.316
38 C -3.123 -3.026 1.400
39 C 0.654 -3.352 0.930
40 C -0.014 5.139 -3.109
41 C -2.803 -0.647 1.074
42 C 0.847 4.260 0.984
43 C 1.225 -3.766 3.389
44 H 1.831 4.687 1.177
45 H -4.474 -3.597 2.965
46 H 0.713 -2.887 3.784
47 H 0.260 2.535 -4.157
48 H -1.868 -2.185 -0.107
49 H 0.882 3.194 1.174
50 H 0.016 -6.056 2.882
51 H -1.419 3.107 -4.017
52 H -2.894 -4.043 1.108
53 H 0.893 7.027 -2.624
54 H -3.903 0.604 2.434
55 H 0.374 5.028 -4.122
56 H 2.270 -3.488 3.273
57 H -1.006 5.594 -3.177
58 H -2.769 1.640 -2.224
59 H -2.874 -0.126 -2.183
60 H -0.422 -8.013 0.483
61 H -3.603 2.545 0.973
62 H -2.080 2.546 1.861
63 H -0.813 1.847 -2.936
64 H -1.942 -7.277 -0.015
65 H -4.976 -1.258 3.613
66 H -2.173 3.272 0.251
67 H -0.816 -5.494 -1.253
68 H -0.545 6.334 -0.711
69 H 1.242 -2.763 -1.797
70 H 1.134 6.481 -0.183
71 H -0.476 -2.343 -1.716
72 H 1.150 -4.572 4.117
73 H 1.935 5.621 -2.353
74 H 0.027 -3.871 -2.424
75 H -1.603 -7.545 1.705
76 H 0.120 4.709 1.662
77 H -4.119 0.849 -1.415

Forces on atoms 1 to 6 (eV/Å):
1.63 0.18 -1.64
-1.52 -0.29 0.26
-1.57 -0.13 -0.78
0.11 -0.02 0.08
0.05 0.06 0.07
0.03 -0.04 0.07

=====

Entry 2:
# C30H34IN10ORh

A structure of composition C30H34IN10ORh (wB97M-V/def2-TZVPD, OMol25).

Summary:
Kohn-Sham gap (eV): 7.8
Energy relative to the best compared isomer or geometry (same formula, charge and spin) (kcal per mole): 0.0
Strongest force on any atom (Eh/bohr): 0.009
Net charge: +2

Geometry (Å):
1 I 0.615 -0.176 -4.088
2 Rh -0.339 -0.619 -1.645
3 O 2.804 -0.940 -0.656
4 N 4.993 -0.293 -0.517
5 N 0.630 -2.564 -1.637
6 N 4.747 -4.307 -3.207
7 N -2.163 -1.433 2.065
8 N 0.682 1.036 -0.188
9 N -4.596 1.999 2.425
10 N -2.255 2.169 2.042
11 N -1.940 0.741 -1.873
12 N -0.791 2.760 -2.136
13 N -1.100 -1.201 0.168
14 C -3.513 2.014 1.658
15 C 0.898 2.298 1.851
16 C 0.323 1.295 1.065
17 C 3.699 -4.239 -2.743
18 C -3.149 0.108 -1.872
19 C -0.219 -1.718 1.104
20 C 1.826 -2.816 -2.170
21 C 1.675 1.771 -0.710
22 C 5.992 0.497 0.185
23 C -2.257 -1.035 0.794
24 C 0.514 2.548 3.256
25 C 0.426 -4.894 -1.115
26 C -3.230 -1.364 3.059
27 C -0.677 2.557 3.869
28 C -3.166 2.797 -2.123
29 C 5.419 -0.993 -1.718
30 C 2.316 2.774 -0.020
31 C 2.386 -4.089 -2.180
32 C -1.019 -1.381 -3.345
33 C 1.929 3.036 1.286
34 C -0.878 -1.869 2.279
35 C -1.947 2.080 -2.039
36 C 3.729 -0.344 -0.099
37 C -4.384 2.204 3.722
38 C -4.353 0.740 -1.963
39 C -0.061 -3.604 -1.132
40 C -4.356 2.137 -2.084
41 C -3.114 2.400 4.237
42 C 1.684 -5.151 -1.634
43 C -2.042 2.361 3.348
44 H 2.105 -6.147 -1.630
45 H 3.112 3.334 -0.492
46 H 6.848 -0.124 0.444
47 H 6.427 -1.375 -1.573
48 H -1.044 -3.392 -0.744
49 H 3.569 0.207 0.839
50 H -5.258 2.210 4.364
51 H -5.287 2.683 -2.161
52 H -0.865 -2.422 -3.611
53 H 2.423 3.809 1.861
54 H -3.676 1.880 0.596
55 H 1.360 2.797 3.890
56 H 5.565 0.902 1.100
57 H 1.978 1.527 -1.722
58 H -0.179 -5.687 -0.700
59 H -0.656 2.787 4.929
60 H -4.154 -1.076 2.564
61 H 6.338 1.323 -0.440
62 H 5.419 -0.328 -2.584
63 H 2.362 -1.988 -2.594
64 H -0.467 0.704 1.485
65 H -1.946 -1.001 -3.762
66 H -2.962 2.579 5.293
67 H -0.828 3.720 -2.435
68 H -5.267 0.165 -1.960
69 H 0.813 -1.902 0.854
70 H -3.123 3.871 -2.242
71 H -3.106 -0.969 -1.798
72 H -0.550 -2.236 3.236
73 H -2.981 -0.620 3.813
74 H -3.160 -0.616 0.384
75 H 4.756 -1.831 -1.908
76 H 0.052 2.259 -2.342
77 H -3.359 -2.336 3.527

Forces on atoms 1 to 6 (eV/Å):
-0.22 0.00 -0.20
-0.39 -0.01 0.04
0.37 0.12 0.17
-0.05 -0.02 -0.01
0.35 0.19 0.24
0.04 0.00 0.03

=====

Entry 3:
# C30H34N3O7PPt

A structure of composition C30H34N3O7PPt (wB97M-V/def2-TZVPD, OMol25).

Summary:
Kohn-Sham gap (eV): 6.9
Energy relative to the best compared isomer or geometry (same formula, charge and spin) (kcal per mole): 9.2
Strongest force on any atom (Eh/bohr): 0.012
Net charge: 0

Geometry (Å):
1 Pt -1.338 -0.609 0.815
2 P 0.194 3.430 0.625
3 O -2.167 1.200 1.003
4 O 1.786 3.845 0.502
5 O -0.416 4.957 0.806
6 O 0.068 2.997 2.165
7 O -3.123 -1.485 0.783
8 O 0.782 -5.463 -4.812
9 O 0.535 0.138 0.864
10 N -0.345 -2.333 0.671
11 N 4.330 -3.892 0.308
12 N 4.297 -4.790 -0.548
13 C 3.348 -4.835 -1.619
14 C -0.405 4.470 4.027
15 C -0.869 -3.536 0.607
16 C -6.880 0.213 0.954
17 C -4.263 -0.870 0.836
18 C -4.461 0.532 1.008
19 C 0.494 7.041 0.019
20 C 2.845 -3.737 -2.305
21 C 3.690 -1.661 0.783
22 C -0.318 5.814 -0.332
23 C 4.013 3.378 -0.225
24 C -3.652 2.943 1.333
25 C 1.438 -0.801 0.797
26 C -5.790 1.025 1.066
27 C 2.547 3.112 -0.471
28 C -6.677 -1.168 0.778
29 C 0.660 3.725 3.251
30 C -3.379 1.481 1.106
31 C 2.159 -6.301 -3.125
32 C 1.627 -5.194 -3.786
33 C 1.893 -3.241 0.519
34 C 1.992 -3.911 -3.387
35 C -0.048 -4.672 0.538
36 C 2.804 -0.588 0.915
37 C 0.226 -4.364 -5.510
38 C -5.417 -1.690 0.720
39 C 3.283 -2.950 0.504
40 C 1.311 -4.530 0.500
41 C 1.009 -2.158 0.644
42 C 3.028 -6.116 -2.071
43 H -7.530 -1.830 0.685
44 H 1.489 6.745 0.350
45 H 2.255 3.432 -1.476
46 H 4.622 2.835 -0.949
47 H -1.949 -3.585 0.627
48 H 1.425 4.403 2.872
49 H 3.170 0.409 1.123
50 H -0.422 -4.788 -6.272
51 H -0.899 5.201 3.387
52 H 0.593 7.698 -0.848
53 H -4.181 3.367 0.478
54 H 3.122 -2.732 -2.019
55 H -1.153 3.775 4.410
56 H 1.622 -3.039 -3.906
57 H 0.044 4.992 4.875
58 H 4.757 -1.492 0.863
59 H 0.014 7.601 0.822
60 H -0.507 -5.651 0.525
61 H 1.944 -5.406 0.469
62 H -5.250 -2.750 0.586
63 H -7.880 0.621 1.000
64 H -4.276 3.091 2.214
65 H 0.146 5.286 -1.173
66 H 2.326 2.045 -0.389
67 H -5.943 2.087 1.197
68 H -2.706 3.462 1.463
69 H -0.365 -3.730 -4.845
70 H 4.233 4.442 -0.316
71 H 3.476 -6.963 -1.567
72 H 4.296 3.055 0.778
73 H 1.149 2.980 3.880
74 H 1.003 -3.764 -5.990
75 H 1.893 -7.292 -3.468
76 H -1.331 6.083 -0.639

Forces on atoms 1 to 6 (eV/Å):
0.14 -0.08 0.09
-0.11 0.08 0.04
-0.01 0.03 0.05
-0.01 -0.03 -0.11
0.05 0.00 -0.03
0.01 -0.08 0.03

=====

Entry 4:
# C30H34N3O7PSe4Zr

A structure of composition C30H34N3O7PSe4Zr (wB97M-V/def2-TZVPD, OMol25).

Summary:
Kohn-Sham gap (eV): 6.5
Energy relative to the best compared isomer or geometry (same formula, charge and spin) (kcal per mole): 8.2
Strongest force on any atom (Eh/bohr): 0.017
Net charge: -2

Geometry (Å):
1 Zr -1.923 0.450 0.228
2 Se -3.079 3.374 1.662
3 Se -1.080 2.317 2.240
4 Se -4.423 1.480 1.175
5 Se -4.501 1.322 -1.122
6 P 2.237 1.616 0.082
7 O -2.057 -2.900 6.884
8 O -0.287 -0.787 0.386
9 O -1.263 2.012 -0.932
10 O -3.058 -1.379 0.040
11 O -0.445 -4.073 5.820
12 O -2.567 -4.114 -3.120
13 O 0.104 -2.976 0.703
14 N -1.803 -0.453 -1.937
15 N -1.931 -0.738 2.385
16 N -2.220 -1.773 -2.044
17 C -3.622 -5.762 -1.824
18 C -0.342 -1.913 1.070
19 C -1.056 -1.752 2.384
20 C -1.529 -2.325 4.652
21 C 2.773 3.371 -0.285
22 C -2.434 -1.270 4.652
23 C -4.229 -6.173 -0.653
24 C 2.168 0.186 -2.269
25 C -0.522 3.657 -2.421
26 C -3.323 -3.552 -0.895
27 C -1.316 -3.191 5.925
28 C -0.984 1.428 -3.224
29 C 3.066 1.225 1.713
30 C -1.417 0.062 -3.043
31 C -3.157 -4.454 -1.960
32 C 4.550 0.860 1.704
33 C 3.141 0.520 -1.141
34 C -2.603 -0.504 3.514
35 C 4.180 3.840 0.080
36 C -3.936 -3.990 0.277
37 C -0.589 1.840 -4.501
38 C -4.388 -5.289 0.410
39 C 2.264 0.117 2.400
40 C -2.853 -2.152 -0.964
41 C -0.830 -2.568 3.477
42 C 4.473 0.991 -1.720
43 C -0.942 2.339 -2.150
44 C 1.748 4.290 0.386
45 C -0.136 4.038 -3.687
46 C -0.159 3.127 -4.747
47 H 0.145 3.426 -5.741
48 H 1.917 1.081 -2.845
49 H 0.187 5.058 -3.860
50 H -3.480 -6.440 -2.656
51 H 2.606 -0.544 -2.959
52 H -2.986 -1.061 5.558
53 H 3.315 -0.401 -0.573
54 H -0.118 -3.379 3.427
55 H -2.272 -3.170 -3.019
56 H 0.727 3.987 0.159
57 H 2.637 3.450 -1.372
58 H 1.901 5.331 0.083
59 H 4.962 3.261 -0.406
60 H 4.336 3.779 1.160
61 H -4.573 -7.196 -0.563
62 H 4.358 1.942 -2.245
63 H 5.174 1.631 1.255
64 H -0.518 4.357 -1.596
65 H 2.682 -0.113 3.384
66 H 1.845 4.243 1.474
67 H 1.219 0.402 2.522
68 H -4.847 -5.614 1.334
69 H 4.310 4.890 -0.204
70 H 1.244 -0.227 -1.865
71 H 2.281 -0.802 1.809
72 H -4.033 -3.280 1.088
73 H -3.285 0.336 3.498
74 H 4.715 -0.071 1.157
75 H 5.238 1.114 -0.954
76 H 4.900 0.694 2.728
77 H -0.620 1.113 -5.306
78 H -1.442 -0.578 -3.926
79 H 2.933 2.145 2.296
80 H 4.841 0.262 -2.449

Forces on atoms 1 to 6 (eV/Å):
-0.84 0.18 -0.12
-0.07 0.16 0.02
0.06 0.00 -0.04
0.05 -0.05 0.16
0.23 -0.03 0.01
0.03 -0.06 0.02

=====

Entry 5:
# C30H34N6O10

A cluster of 6 separate species, C30H34N6O10 in total (wB97M-V/def2-TZVPD, OMol25).

Summary:
Kohn-Sham gap (eV): 7.6
Energy relative to the best compared isomer or geometry (same formula, charge and spin) (kcal per mole): 54.0
Structure (SMILES): O=[N+]([O-])c1ccccc1.O=[N+]([O-])c1ccccc1.O=[N+]([O-])c1ccccc1.O=[N+]([O-])c1ccccc1.CN(C)C=O.CN(C)C=O
Strongest force on any atom (Eh/bohr): 0.206
Net charge: 0

Geometry (Å):
1 O 6.767 -6.306 -1.989
2 O 4.893 -7.153 -2.641
3 O 0.272 -0.776 -2.115
4 O 1.378 -1.954 2.197
5 O -1.132 0.720 -2.703
6 O -1.974 3.054 6.438
7 O -7.491 -1.813 -2.471
8 O -3.672 3.760 -1.409
9 O 0.196 2.329 6.079
10 O -6.031 -0.092 -2.592
11 N 5.533 -6.190 -2.376
12 N -6.271 -1.303 -2.837
13 N -0.915 3.107 5.895
14 N 3.625 -2.151 2.392
15 N -0.190 0.427 -2.020
16 N -3.765 2.130 0.245
17 C 0.577 3.765 0.104
18 C 1.625 0.860 -0.176
19 C 4.839 -2.050 3.151
20 C -4.427 -4.585 -3.886
21 C 1.839 3.357 0.731
22 C 0.549 4.508 4.118
23 C 4.917 -4.856 -2.493
24 C 0.455 1.356 -1.089
25 C 2.356 1.981 0.650
26 C -0.533 6.679 2.973
27 C -1.735 6.386 3.614
28 C -3.203 -4.121 -4.141
29 C -0.116 2.801 -0.952
30 C 3.704 -2.636 1.003
31 C 0.718 5.634 3.124
32 C -1.923 5.075 4.535
33 C -3.857 -1.692 -3.401
34 C -3.836 2.568 -1.077
35 C -5.562 -3.797 -3.375
36 C -4.205 0.776 0.524
37 C 2.707 -3.462 -2.843
38 C -2.827 -2.653 -4.012
39 C 3.507 -2.294 -2.710
40 C -0.711 4.196 4.783
41 C 4.997 -2.194 -2.761
42 C -3.484 3.032 1.434
43 C 2.422 -1.996 2.904
44 C 3.374 -4.786 -2.664
45 C 5.679 -3.577 -2.474
46 C -5.301 -2.297 -3.239
47 H -6.611 -4.289 -3.080
48 H -5.045 0.457 -0.073
49 H -2.513 7.076 3.574
50 H -1.783 -2.354 -4.373
51 H -0.993 3.033 -1.437
52 H -0.377 7.477 2.266
53 H 1.953 -0.111 0.027
54 H 3.414 1.840 1.138
55 H 4.683 -2.805 4.112
56 H -4.518 3.536 1.708
57 H 2.980 -1.353 -2.768
58 H 1.712 -3.447 -2.882
59 H 3.609 -3.705 0.992
60 H -4.380 0.458 1.569
61 H 1.575 5.883 2.709
62 H 4.812 -1.011 3.382
63 H -4.183 1.620 -1.758
64 H 6.836 -3.607 -2.290
65 H 1.406 3.715 4.373
66 H 2.447 4.037 1.160
67 H 3.007 -2.181 0.391
68 H 5.645 -2.176 2.566
69 H -3.053 2.719 2.353
70 H 5.612 -1.140 -2.696
71 H 2.384 -1.739 4.041
72 H -2.427 -4.667 -4.760
73 H -3.395 0.017 0.215
74 H 0.110 4.702 0.291
75 H -4.553 -5.565 -4.005
76 H -2.999 4.889 5.092
77 H -3.626 -0.648 -3.338
78 H 2.886 -5.787 -2.787
79 H -3.075 3.894 0.984
80 H 4.687 -2.538 0.860

Forces on atoms 1 to 6 (eV/Å):
-3.50 1.33 -1.06
-1.35 -0.75 -0.43
-0.25 3.21 0.98
2.04 -0.49 1.68
-0.48 1.50 0.22
0.84 -0.49 0.09

=====

Entry 6:
# C30H35B2BiBrF4N4O7SSi

A structure of composition C30H35B2BiBrF4N4O7SSi (wB97M-V/def2-TZVPD, OMol25).

Summary:
Kohn-Sham gap (eV): 7.9
Energy relative to the best compared isomer or geometry (same formula, charge and spin) (kcal per mole): 0.0
Strongest force on any atom (Eh/bohr): 0.019
Net charge: +1

Geometry (Å):
1 Bi -0.131 -0.093 0.444
2 Br -4.272 5.558 1.790
3 S 2.410 2.081 -2.371
4 Si 1.801 -0.636 -3.283
5 F 3.815 -1.054 2.554
6 F 2.490 -0.643 0.679
7 F -2.284 0.278 -0.795
8 F -4.559 0.072 -0.285
9 O 2.086 0.557 -2.051
10 O -3.086 -1.598 0.372
11 O 0.023 2.472 -1.847
12 O -0.376 2.218 0.356
13 O 1.968 0.294 2.793
14 O -3.076 0.657 1.395
15 O 1.767 -2.147 2.324
16 N -1.819 0.637 1.832
17 N -1.834 -1.830 0.781
18 N 0.685 0.525 2.494
19 N 0.538 -2.076 1.792
20 C 4.121 1.899 -2.935
21 C -2.581 -4.061 1.372
22 C 0.390 1.631 4.639
23 C 0.248 1.827 -6.902
24 C -3.002 5.375 0.395
25 C 0.565 -1.834 -2.577
26 C 2.036 0.668 -5.792
27 C -1.158 5.080 -1.641
28 C 2.646 4.651 0.675
29 C 3.878 2.691 1.349
30 C -0.630 1.424 -5.901
31 C -0.509 2.816 -0.775
32 C -2.517 1.917 3.775
33 C 3.444 -1.471 -3.512
34 C 3.398 3.967 1.622
35 C 2.818 2.765 -0.787
36 C 3.604 2.088 0.131
37 C -2.293 4.195 0.289
38 C -1.512 1.224 2.919
39 C -0.081 1.123 3.320
40 C 0.342 -4.455 2.268
41 C -0.169 0.663 -4.839
42 C -1.867 6.265 -1.512
43 C -1.557 -2.978 1.261
44 C -2.785 6.426 -0.482
45 C 2.351 4.049 -0.536
46 C 1.175 0.282 -4.758
47 C -0.164 -3.141 1.771
48 C -1.351 4.056 -0.724
49 C 1.581 1.437 -6.853
50 B -3.298 -0.143 0.132
51 B 2.551 -0.907 2.086
52 H -2.324 -4.788 2.137
53 H 1.764 4.568 -1.283
54 H -3.325 7.356 -0.362
55 H 2.260 1.722 -7.647
56 H -3.547 -3.609 1.592
57 H -2.110 2.837 4.193
58 H 0.417 2.723 4.624
59 H 0.066 -4.599 3.316
60 H -3.408 2.138 3.193
61 H -1.676 1.698 -5.958
62 H 4.472 2.158 2.080
63 H 3.076 0.349 -5.784
64 H 4.621 1.111 -2.374
65 H 4.619 2.856 -2.779
66 H -0.068 -5.279 1.686
67 H -0.871 0.365 -4.064
68 H 3.857 -1.746 -2.537
69 H -0.107 2.443 -7.719
70 H -2.684 -4.575 0.412
71 H -0.282 1.311 5.435
72 H 0.933 -2.289 -1.649
73 H 0.438 -2.641 -3.305
74 H 4.170 -0.833 -4.020
75 H -2.814 1.269 4.605
76 H 1.393 1.265 4.833
77 H -1.706 7.078 -2.209
78 H 4.104 1.666 -4.001
79 H 1.427 -4.462 2.212
80 H 3.627 4.434 2.572
81 H -0.454 4.942 -2.453
82 H -0.423 -1.394 -2.400
83 H 2.292 5.656 0.869
84 H -2.472 3.375 0.969
85 H 3.996 1.100 -0.083
86 H 3.341 -2.388 -4.100

Forces on atoms 1 to 6 (eV/Å):
0.09 0.54 -0.71
0.01 0.00 -0.03
0.99 -0.09 -0.05
0.00 -0.30 -0.01
-0.15 -0.02 -0.15
-0.21 0.07 0.04